No. 1
{"formula": "C4H13NOS2", "method": "ωB97M-V/def2-TZVPD", "smiles": "CN[C@H](C)CSS.O", "homo_lumo_gap_ev": 9.6712, "multiplicity": 1, "elements": ["S", "S", "C", "C", "C", "N", "C", "H", "H", "H", "H", "H", "H", "H", "H", "H", "H", "H", "H", "H", "O"], "coordinates": [[-0.940, -0.758, 3.295], [-1.775, -1.055, 1.440], [-0.372, -0.949, 0.297], [-0.442, 0.306, -0.568], [0.166, 1.497, 0.136], [0.216, 0.104, -1.856], [-0.513, -0.766, -2.778], [-1.109, 0.569, 3.392], [-0.370, -1.837, -0.326], [0.546, -0.957, 0.883], [-1.508, 0.546, -0.699], [1.271, 1.477, 0.130], [-0.132, 1.511, 1.179], [-0.089, 2.447, -0.321], [0.319, 1.023, -2.269], [0.105, -1.566, -3.172], [-0.968, -0.179, -3.588], [-1.399, -1.185, -2.290], [2.447, 0.088, 1.604], [1.883, -0.342, 2.972], [2.663, 0.026, 2.539]], "forces_ev_per_angstrom": [[-0.04, -0.07, -0.09], [0.03, -0.13, 0.26], [0.32, 0.16, -0.09], [-0.22, 0.26, -0.17], [0.90, 0.16, 0.24], [0.04, 0.10, 0.20], [-0.83, 0.53, -0.01], [0.01, 0.08, 0.01], [-0.12, -0.17, -0.03], [0.00, -0.12, -0.01], [-0.10, -0.13, -0.14], [-0.32, -0.30, -0.06], [-0.19, 0.15, 0.16], [-0.31, 0.12, -0.10], [0.19, -0.13, -0.07], [0.02, -0.05, -0.09], [0.41, -0.20, -0.13], [0.23, -0.27, 0.12], [-0.07, -0.03, 0.06], [-0.01, 0.04, -0.18], [0.07, 0.00, 0.12]]}



No. 2
{"formula": "C27H40O27", "method": "ωB97M-V/def2-TZVPD", "smiles": "COC(=O)OC.COC(=O)OC.O=C1OCCO1.O=C1OCCO1.O=C1OCCO1.O=C1OCCO1.O=C1OCCO1.O=C1OCCO1.O=C1OCCO1", "homo_lumo_gap_ev": 10.4615, "multiplicity": 1, "elements": ["C", "C", "O", "C", "O", "O", "H", "H", "H", "H", "C", "C", "O", "C", "O", "O", "H", "H", "H", "H", "C", "C", "O", "C", "O", "O", "H", "H", "H", "H", "C", "C", "O", "C", "O", "O", "H", "H", "H", "H", "C", "C", "O", "C", "O", "O", "H", "H", "H", "H", "C", "C", "O", "C", "O", "O", "H", "H", "H", "H", "C", "C", "O", "C", "O", "O", "H", "H", "H", "H", "C", "O", "C", "O", "O", "C", "H", "H", "H", "H", "H", "H", "C", "O", "C", "O", "O", "C", "H", "H", "H", "H", "H", "H"], "coordinates": [[2.961, 3.059, 0.574], [3.008, 2.705, 2.028], [1.714, 3.008, 2.466], [1.017, 3.670, 1.462], [-0.054, 4.148, 1.661], [1.694, 3.670, 0.360], [3.080, 2.080, 0.111], [3.809, 3.682, 0.290], [3.845, 3.270, 2.438], [3.138, 1.623, 2.027], [-3.266, 6.240, 3.619], [-3.542, 7.332, 2.564], [-3.223, 6.506, 1.419], [-3.030, 5.253, 1.708], [-2.809, 4.378, 0.899], [-3.245, 4.999, 3.009], [-4.006, 6.204, 4.418], [-2.326, 6.459, 4.125], [-2.935, 8.210, 2.782], [-4.562, 7.668, 2.379], [-1.733, -2.372, -2.579], [-2.567, -1.409, -3.415], [-1.548, -0.928, -4.288], [-0.457, -1.640, -4.192], [0.595, -1.535, -4.833], [-0.507, -2.599, -3.276], [-2.281, -3.312, -2.509], [-1.558, -1.877, -1.624], [-3.149, -0.675, -2.857], [-3.355, -1.921, -3.967], [0.267, -0.470, 4.552], [1.076, -1.192, 3.400], [2.211, -0.332, 3.344], [2.343, 0.491, 4.369], [3.378, 1.056, 4.810], [1.122, 0.582, 5.041], [-0.123, -1.134, 5.323], [-0.548, 0.111, 4.121], [0.502, -1.206, 2.474], [1.301, -2.225, 3.666], [-2.244, 4.929, -2.870], [-1.334, 3.893, -2.277], [-1.222, 2.808, -3.095], [-1.976, 3.080, -4.243], [-2.056, 2.303, -5.211], [-2.655, 4.376, -4.125], [-1.800, 5.919, -2.760], [-3.126, 5.055, -2.242], [-1.896, 3.553, -1.406], [-0.344, 4.267, -2.015], [6.145, -3.587, -1.405], [6.777, -2.520, -2.197], [5.819, -2.339, -3.256], [4.632, -2.883, -2.873], [3.564, -2.569, -3.301], [4.726, -3.369, -1.692], [6.424, -3.629, -0.352], [6.309, -4.621, -1.709], [7.735, -2.799, -2.634], [6.805, -1.568, -1.667], [1.236, -5.514, 0.405], [1.780, -4.376, -0.384], [2.647, -3.713, 0.548], [2.889, -4.545, 1.548], [3.753, -4.367, 2.453], [2.131, -5.672, 1.460], [1.346, -6.358, -0.275], [0.183, -5.367, 0.643], [1.074, -3.705, -0.873], [2.339, -4.734, -1.248], [-2.627, -5.397, 0.082], [-3.836, -4.602, 0.060], [-3.617, -3.224, 0.223], [-2.563, -2.808, 0.547], [-4.782, -2.552, 0.279], [-4.742, -1.121, 0.563], [-2.823, -6.431, -0.201], [-2.133, -5.291, 1.047], [-1.899, -5.041, -0.647], [-5.765, -0.891, 0.861], [-4.539, -0.640, -0.393], [-4.138, -0.896, 1.443], [-2.270, 1.271, 0.423], [-1.433, 0.860, -0.653], [-0.215, 0.348, -0.316], [0.229, 0.268, 0.808], [0.445, 0.022, -1.315], [1.756, -0.344, -1.390], [-3.186, 1.705, 0.023], [-1.641, 2.053, 0.848], [-2.556, 0.503, 1.143], [2.107, -0.956, -0.559], [2.397, 0.538, -1.408], [1.930, -0.901, -2.310]], "forces_ev_per_angstrom": [[0.97, -0.82, -0.78], [0.46, -0.53, -0.66], [-0.72, 0.94, 0.21], [-0.68, -0.61, 3.09], [0.02, 0.07, -0.37], [1.24, 0.09, -2.09], [-0.57, 0.47, -1.12], [-0.50, 0.35, -0.32], [-0.49, -0.20, 1.10], [0.32, 0.19, 0.97], [-0.88, 1.69, 2.75], [-0.33, -1.81, 0.19], [0.69, 2.72, -1.27], [-0.07, -3.40, -1.35], [-0.35, 1.28, 0.76], [0.33, -0.02, -0.64], [-0.16, 0.11, -0.06], [0.29, -0.19, -0.23], [0.44, -0.23, -0.81], [-0.12, -0.21, 0.49], [-1.09, -0.31, 1.01], [0.04, -1.07, -0.41], [-1.17, 1.49, -0.54], [5.19, -0.28, -2.34], [-3.02, 0.59, 0.95], [-1.74, -0.07, 1.18], [0.29, -0.09, 0.51], [0.30, -0.57, 0.18], [0.95, 0.63, 0.08], [0.31, -0.21, -0.56], [-0.49, 0.79, -1.37], [-1.44, 0.91, 1.65], [1.43, -0.52, -1.15], [1.51, 1.58, 3.63], [-3.92, -1.99, -2.53], [1.71, -1.07, -0.39], [0.44, 0.18, 0.20], [-0.37, -0.49, -0.09], [0.45, 0.42, -0.04], [0.71, 0.19, 0.10], [-0.89, 0.16, 0.70], [-0.20, 0.72, 3.14], [-1.51, -0.28, -4.05], [-0.25, -1.64, -2.31], [-0.02, 3.49, 3.87], [2.13, -2.25, -0.30], [0.30, 0.16, -1.53], [-0.28, -0.37, -0.11], [0.80, 0.01, 0.62], [-0.08, -0.02, 0.10], [-0.80, -1.76, 0.83], [-0.02, 0.49, -1.05], [0.27, -0.64, -1.08], [-0.89, 4.05, -0.41], [-0.17, -0.72, -1.59], [1.53, -2.37, 3.60], [-0.73, 0.66, 0.16], [0.50, 0.11, -0.61], [-0.02, 0.21, 0.14], [0.33, -0.07, 0.13], [-0.84, -0.85, -1.94], [0.48, 0.88, -1.37], [-0.25, 0.32, -0.25], [3.59, 0.05, 3.76], [-3.54, -0.60, -3.56], [0.42, 0.62, 1.02], [-0.46, -0.48, 0.45], [0.18, -0.14, 0.79], [-0.21, 0.32, 0.74], [0.62, 0.03, 0.26], [0.39, 0.79, -0.17], [-0.09, 1.47, -0.67], [-2.01, -2.31, 1.65], [2.04, 1.28, -0.22], [0.36, -0.81, -0.49], [-0.79, -1.03, -0.09], [-0.60, 0.22, 0.39], [-0.24, -0.31, 0.13], [-0.11, 0.29, -0.18], [-0.03, -0.06, -0.24], [0.49, 0.42, 0.49], [0.49, -0.02, -0.58], [0.81, 1.14, 0.46], [0.59, -1.85, -0.89], [-1.46, 1.49, 3.54], [-0.54, 0.23, 0.83], [-1.23, -0.49, -4.95], [2.63, -0.67, 0.29], [0.28, 0.00, -0.31], [-0.86, 0.15, 0.92], [0.55, -0.18, -0.17], [-0.34, -0.08, 0.24], [-0.06, 0.17, -0.07], [-0.28, 0.10, -0.03]]}



No. 3
{"formula": "C51H39Cl3N7O2PPdSe", "method": "ωB97M-V/def2-TZVPD", "homo_lumo_gap_ev": [3.2534, 3.2523], "total_charge": -2, "multiplicity": 1, "elements": ["Pd", "C", "N", "C", "N", "C", "C", "C", "C", "C", "C", "C", "C", "C", "C", "C", "C", "C", "C", "P", "C", "N", "C", "C", "N", "C", "C", "C", "C", "C", "C", "C", "C", "C", "C", "C", "C", "C", "C", "N", "C", "C", "N", "C", "C", "C", "C", "C", "C", "C", "C", "C", "C", "C", "C", "C", "H", "H", "H", "H", "H", "H", "H", "H", "H", "H", "H", "H", "H", "H", "H", "H", "H", "H", "H", "H", "H", "H", "H", "H", "H", "H", "H", "H", "H", "H", "H", "H", "H", "H", "H", "H", "H", "H", "H", "Se", "C", "N", "Cl", "C", "Cl", "Cl", "C", "O", "O"], "coordinates": [[0.640, 0.054, -0.670], [-0.271, 2.617, 4.188], [0.351, 2.499, 2.891], [-0.173, 1.823, 1.813], [0.645, 1.888, 0.790], [1.761, 2.571, 1.195], [1.592, 2.968, 2.508], [2.447, 3.783, 3.382], [2.703, 3.441, 4.710], [3.538, 4.220, 5.498], [4.135, 5.357, 4.976], [3.895, 5.704, 3.652], [3.059, 4.929, 2.867], [2.897, 2.702, 0.269], [4.214, 2.789, 0.712], [5.261, 2.809, -0.195], [5.004, 2.729, -1.557], [3.694, 2.641, -2.005], [2.645, 2.631, -1.100], [-1.907, 1.249, 1.693], [-2.153, 1.504, -0.090], [-1.423, 0.975, -1.049], [-1.847, 1.497, -2.234], [-2.896, 2.372, -1.998], [-3.066, 2.386, -0.621], [-4.052, 3.108, 0.151], [-3.801, 3.071, -2.915], [-4.259, 2.417, -4.065], [-5.137, 3.034, -4.938], [-5.600, 4.320, -4.683], [-5.146, 4.986, -3.555], [-4.251, 4.374, -2.688], [-1.072, 1.168, -3.451], [-1.107, 1.944, -4.608], [-0.341, 1.602, -5.714], [0.491, 0.490, -5.667], [0.563, -0.264, -4.505], [-0.207, 0.067, -3.399], [-1.685, -0.578, 1.798], [-1.246, -1.404, 0.890], [-1.321, -2.663, 1.415], [-1.838, -2.593, 2.692], [-2.089, -1.258, 2.923], [-2.512, -0.650, 4.167], [-2.097, -3.648, 3.680], [-3.351, -3.809, 4.271], [-3.587, -4.848, 5.160], [-2.570, -5.739, 5.472], [-1.316, -5.583, 4.894], [-1.078, -4.543, 4.010], [-1.075, -3.866, 0.590], [-1.897, -4.982, 0.757], [-1.846, -6.075, -0.092], [-0.967, -6.054, -1.167], [-0.114, -4.980, -1.330], [-0.119, -3.894, -0.447], [-1.353, 2.588, 4.059], [0.005, 3.564, 4.647], [0.021, 1.803, 4.857], [2.280, 2.533, 5.121], [3.736, 3.927, 6.522], [4.791, 5.962, 5.590], [4.363, 6.584, 3.228], [2.874, 5.197, 1.834], [4.429, 2.790, 1.773], [6.282, 2.844, 0.166], [5.826, 2.697, -2.263], [3.485, 2.548, -3.064], [1.625, 2.529, -1.448], [-4.930, 3.306, -0.459], [-3.657, 4.057, 0.525], [-4.344, 2.499, 1.005], [-3.920, 1.408, -4.257], [-5.470, 2.504, -5.822], [-6.303, 4.795, -5.356], [-5.482, 5.995, -3.351], [-3.867, 4.933, -1.845], [-1.724, 2.833, -4.645], [-0.386, 2.213, -6.608], [1.084, 0.218, -6.533], [1.230, -1.116, -4.451], [-0.165, -0.530, -2.475], [-2.646, -1.421, 4.920], [-3.453, -0.113, 4.033], [-1.761, 0.057, 4.522], [-4.158, -3.137, 4.000], [-4.572, -4.975, 5.591], [-2.756, -6.559, 6.156], [-0.520, -6.279, 5.125], [-0.101, -4.418, 3.556], [-2.622, -4.979, 1.561], [-2.497, -6.924, 0.077], [-0.924, -6.890, -1.855], [0.613, -4.982, -2.134], [1.351, -3.005, -1.463], [3.059, -4.091, 1.188], [1.800, -2.725, 0.444], [0.833, -2.883, -0.600], [4.639, -1.650, 2.536], [3.980, -2.324, 1.034], [5.266, -2.349, -0.198], [5.394, -5.296, 2.156], [2.735, -1.577, 0.468], [1.641, -1.709, 1.454], [2.838, -0.528, -0.284]], "forces_ev_per_angstrom": [[0.19, 0.33, -0.16], [-0.02, 0.00, 0.03], [-0.08, -0.21, 0.10], [-0.09, 0.49, -0.29], [0.08, 0.30, 0.14], [-0.12, -0.13, 0.15], [0.09, 0.00, -0.05], [0.06, 0.02, 0.01], [0.06, -0.05, -0.02], [-0.02, 0.03, 0.04], [0.00, -0.02, -0.05], [0.00, 0.03, 0.03], [-0.09, 0.02, 0.02], [-0.02, 0.01, 0.03], [0.01, -0.04, 0.01], [0.00, 0.01, 0.01], [0.00, -0.02, -0.01], [0.02, 0.03, 0.01], [0.01, 0.09, -0.07], [0.30, -0.39, -0.11], [0.10, -0.12, -0.05], [0.18, -0.21, 0.10], [0.05, 0.20, 0.01], [0.12, -0.09, 0.10], [-0.05, -0.07, 0.06], [-0.05, -0.01, 0.00], [-0.12, 0.09, -0.11], [-0.05, -0.10, 0.13], [-0.03, 0.04, -0.06], [0.06, -0.06, 0.05], [-0.03, 0.05, -0.03], [0.15, 0.02, -0.03], [-0.03, -0.08, -0.06], [-0.02, 0.03, 0.06], [0.03, 0.00, -0.03], [-0.04, 0.04, 0.03], [0.00, 0.00, -0.04], [-0.29, -0.05, -0.04], [-0.31, 0.06, 0.02], [-0.18, -0.05, -0.25], [-0.05, 0.07, -0.01], [0.09, 0.01, 0.05], [0.05, 0.16, 0.11], [0.04, 0.03, 0.00], [0.06, 0.00, 0.07], [-0.02, -0.06, -0.03], [0.02, -0.01, 0.00], [-0.01, 0.01, -0.02], [-0.03, -0.03, 0.01], [0.06, 0.01, -0.03], [-0.03, -0.05, -0.04], [-0.02, 0.09, -0.06], [-0.02, -0.02, 0.01], [-0.02, 0.00, 0.04], [-0.05, 0.00, -0.05], [0.19, 0.07, 0.10], [0.00, 0.01, -0.01], [0.00, 0.00, 0.00], [0.02, 0.02, -0.01], [0.01, -0.02, -0.02], [-0.01, -0.01, -0.01], [0.00, -0.01, 0.00], [0.00, 0.00, -0.01], [0.02, -0.01, -0.01], [0.00, -0.04, 0.00], [-0.01, -0.02, 0.00], [0.00, 0.03, 0.00], [-0.01, -0.01, 0.00], [-0.01, -0.10, 0.04], [-0.01, -0.03, -0.01], [0.00, 0.00, -0.02], [0.01, 0.02, 0.00], [0.01, 0.00, -0.01], [-0.01, -0.01, 0.02], [0.02, 0.01, -0.02], [0.02, 0.00, 0.01], [-0.03, -0.02, 0.04], [-0.01, 0.01, -0.01], [0.01, 0.01, 0.01], [0.03, 0.02, 0.01], [-0.01, 0.00, 0.03], [0.07, -0.04, -0.25], [0.03, -0.01, 0.00], [-0.01, -0.02, 0.01], [0.00, -0.04, 0.02], [0.00, 0.01, -0.01], [0.00, 0.02, 0.02], [0.01, 0.00, 0.01], [0.02, 0.03, 0.01], [0.00, 0.00, -0.01], [-0.05, 0.02, -0.01], [-0.01, 0.01, -0.02], [0.02, 0.01, -0.01], [0.03, 0.00, 0.03], [-0.06, 0.15, -0.03], [-0.59, 0.40, -0.38], [0.15, 0.38, 0.22], [0.08, -0.48, 0.33], [-0.03, 0.07, 0.06], [0.01, -0.14, -0.03], [0.02, 0.00, 0.08], [0.45, -0.26, 0.23], [0.17, 0.32, -0.64], [-0.10, -0.14, -0.02], [-0.35, -0.61, 0.51]]}



> Which formula does entry 3 have?

C51H39Cl3N7O2PPdSe